# 1
29
Properties=species:S:1:pos:R:3 method="wB97M-V/def2-TZVPD" multiplicity=5 e_homo_ev="-10.90 / -13.12" charge=+1 lumo_ev="-2.6 / -6.1" e_tot_ev=-91776.975
Ir 0.49250 -0.38327 0.21793
C -2.52024 -0.40209 -1.40621
C -2.72220 -0.08691 0.06873
S -1.50036 1.01292 0.82909
C -1.56550 2.48913 -0.21781
C -0.20711 2.97300 -0.69947
S 0.78271 1.80094 -1.64564
C -0.30033 1.37769 -3.02463
C -0.37995 -0.12536 -3.23811
S -0.89620 -1.11235 -1.81929
H -2.66739 0.47045 -2.03893
H -3.26561 -1.14084 -1.69828
H -2.65852 -0.98738 0.67787
H -3.70697 0.35563 0.22028
H -2.02242 3.26634 0.39416
H -2.24555 2.28742 -1.04313
H 0.43572 3.24262 0.14051
H -0.34390 3.87086 -1.30175
H 0.10861 1.83610 -3.92460
H -1.28050 1.81890 -2.85758
H 0.60030 -0.53584 -3.48732
H -1.05090 -0.36461 -4.06420
Cl 3.50497 -1.05564 2.03650
Si 2.84725 0.08286 0.48923
Cl 3.00188 2.06567 1.00573
Cl 3.98574 -0.27538 -1.15902
O 0.01531 -4.26354 1.67377
C -0.13774 -3.16842 1.33024
N -0.35962 -2.02267 0.96466

---

# 2
9
Properties=species:S:1:pos:R:3 method="wB97M-V/def2-TZVPD" e_homo_ev=0.48 charge=-2 lumo_ev=7.3 e_above_lowest_ev=1.126 smiles="[O-]N([O-])N=C1N=NN=N1" e_tot_ev=-14066.541
C 0.34604 0.12396 0.22984
N 2.33407 -0.77816 0.20336
N 1.01801 -0.91598 0.55352
N 1.53742 1.14981 -0.47821
N 2.53716 0.37872 -0.36073
N -0.90788 0.56965 0.45242
N -1.93056 -0.00641 -0.04254
O -1.87271 -0.99902 -0.81244
O -3.06154 0.47743 0.25479

---

# 3
20
Properties=species:S:1:pos:R:3 method="wB97M-V/def2-TZVPD" e_homo_ev=-8.55 charge=0 lumo_ev=0.7 e_above_lowest_ev=1.132 smiles=CNC[C@@H](C)O.O e_tot_ev=-9943.065
C 0.58341 1.64432 1.51668
N 1.04550 0.28035 1.62775
C 0.23206 -0.79135 1.06231
C 0.60154 -1.25887 -0.34118
C -0.39370 -2.32273 -0.79644
O 0.77189 -0.19830 -1.27318
H 0.64553 1.95847 0.49332
H -0.35728 1.79993 2.02784
H 1.21350 2.31947 2.09548
H 2.00289 0.18159 1.33309
H -0.82217 -0.54485 1.10455
H 0.42343 -1.64553 1.72529
H 1.59858 -1.68778 -0.38947
H 0.09071 -3.10123 -1.39890
H -1.16323 -1.90278 -1.44092
H -0.81538 -2.88523 0.03063
H -0.01426 0.29544 -1.51353
H -2.29529 1.76670 -0.52809
H -1.35534 2.29213 -1.58163
O -2.29516 2.14430 -1.41893

---

# 4
17
Properties=species:S:1:pos:R:3 method="wB97M-V/def2-TZVPD" e_homo_ev=-8.37 charge=0 lumo_ev=0.8 e_above_lowest_ev=4.820 smiles="C#CC(N)=O.CC#CN" e_tot_ev=-11374.527
C -0.35753 1.50961 0.19271
C -1.02356 0.51623 0.34286
C 0.67572 -0.76324 -1.07143
C 1.50692 -0.52322 0.09334
C -1.89567 -0.66389 0.46909
C 0.33043 -0.93256 -2.20111
N 0.33534 2.67006 -0.08029
N 1.04767 -1.19977 1.15034
O 2.45232 0.29104 0.11093
H -1.71856 -0.89794 1.48015
H -3.00907 -0.29341 0.46226
H -1.69068 -1.38337 -0.38268
H 0.70791 2.68469 -1.13228
H -0.23633 -1.13492 -3.11566
H 1.14415 2.83405 0.52104
H 0.12533 -1.42275 1.14395
H 1.60562 -1.29062 2.01677

---

# 5
56
Properties=species:S:1:pos:R:3 method="wB97M-V/def2-TZVPD" e_homo_ev=-7.10 charge=0 lumo_ev=0.0 e_tot_ev=-111414.332
Ag -0.00108 -0.02072 -0.03588
O -4.54011 -3.75587 -1.45333
C -3.63295 -3.60864 -2.47451
C -3.71205 -4.38266 -3.62637
C -2.75507 -4.25130 -4.62028
C -1.71742 -3.34503 -4.46279
C -1.66189 -2.56325 -3.31781
C -2.61424 -2.67418 -2.31757
C -2.55367 -1.74978 -1.09271
O -1.80850 -0.67275 -1.26248
N -2.07913 -2.61793 0.05779
N -1.23070 -2.14017 0.91437
C -1.04263 -2.71414 2.05306
C -0.02801 -2.28986 2.97707
Br 1.23080 -1.00928 2.29695
C 0.18731 -2.73104 4.22405
C -0.68281 -3.66246 4.95650
C -0.09738 -4.67421 5.72211
C -0.87868 -5.56960 6.43275
C -2.26173 -5.45996 6.40700
C -2.85515 -4.44305 5.67397
C -2.07504 -3.54954 4.95687
H -5.17403 -4.43363 -1.70071
H -4.52664 -5.09194 -3.74155
H -2.82668 -4.85996 -5.51276
H -0.96404 -3.24491 -5.23382
H -0.87633 -1.83072 -3.18006
H -3.60584 -1.52169 -0.81679
H -2.69620 -3.36989 0.34963
H -1.61076 -3.60006 2.33738
H 1.08551 -2.41332 4.73914
H 0.98269 -4.75817 5.74688
H -0.40866 -6.35876 7.00582
H -2.87321 -6.15377 6.96952
H -3.93277 -4.33772 5.66917
H -2.54679 -2.74097 4.41378
C -0.72597 2.23790 -4.02265
C 0.11641 3.33318 -4.07571
C 0.99394 3.55719 -3.02643
C 1.00765 2.67152 -1.95328
N 0.20043 1.61020 -1.91838
C -0.64997 1.39847 -2.91927
C 1.90480 2.85403 -0.77826
C 2.82046 3.90175 -0.70242
C 3.62288 4.02545 0.41841
C 3.49207 3.10146 1.43920
C 2.55650 2.09103 1.28191
N 1.78433 1.96283 0.21051
H -1.43353 2.03204 -4.81392
H 0.09450 4.01290 -4.91770
H 1.64818 4.41572 -3.05929
H -1.29136 0.53017 -2.79883
H 2.91585 4.62038 -1.50217
H 4.33778 4.83480 0.48899
H 4.09379 3.15783 2.33546
H 2.42500 1.35694 2.06703

---

# 6
90
Properties=species:S:1:pos:R:3 method="wB97M-V/def2-TZVPD" e_homo_ev=-8.38 charge=0 lumo_ev=0.5 e_above_lowest_ev=1.856 smiles=CC1(C)CCCC(C)(C)N1O.CC(C)O.CC(C)O.CC(C)O.CC(C)O.CC(C)O e_tot_ev=-39617.516
C -3.32185 -4.07998 1.01832
C -3.75986 -3.06537 2.06366
C -2.77418 -1.92190 2.12961
O -5.06363 -2.62402 1.68719
H -3.98080 -4.92307 0.80044
H -2.41834 -4.63213 1.30712
H -3.07501 -3.55515 0.09187
H -3.80910 -3.60416 3.01703
H -2.87881 -1.20574 1.31462
H -1.74794 -2.29344 2.15191
H -2.91508 -1.38303 3.07347
H -5.26906 -1.84642 2.21936
C -2.71683 -2.36716 -4.27742
C -1.71907 -1.54020 -5.07597
C -0.52208 -1.12065 -4.22532
O -1.27056 -2.25420 -6.21393
H -2.42517 -3.41368 -4.16775
H -3.76983 -2.22250 -4.52813
H -2.73128 -2.07061 -3.21689
H -2.22666 -0.62432 -5.41739
H 0.15643 -1.94970 -4.01495
H -0.93725 -0.74961 -3.29023
H 0.07572 -0.38646 -4.76506
H -2.02461 -2.58514 -6.71116
C 6.04068 3.04147 -2.18815
C 4.99337 4.10996 -1.90863
C 5.01444 4.66528 -0.47341
O 5.30599 5.13210 -2.87303
H 5.88653 2.60835 -3.17656
H 5.95676 2.20181 -1.49083
H 7.04180 3.46655 -2.13590
H 4.03364 3.65101 -2.15674
H 5.50315 5.63442 -0.38607
H 5.52714 3.95752 0.17991
H 4.00141 4.75765 -0.07914
H 5.20050 5.99975 -2.47541
C -3.52513 0.60032 -1.31040
C -4.08293 1.67010 -2.24360
C -3.20445 1.94872 -3.46135
O -5.39806 1.29805 -2.64957
H -2.69138 0.91762 -0.67373
H -3.29001 -0.35746 -1.77948
H -4.28167 0.35043 -0.55762
H -4.22422 2.58183 -1.65545
H -3.49534 2.87214 -3.96998
H -3.41895 1.15257 -4.18075
H -2.15133 2.09066 -3.22433
H -5.33099 0.79412 -3.46858
C 0.87600 -4.54831 2.28505
C 1.48168 -4.44577 3.66719
C 2.82224 -5.16514 3.71607
O 1.74049 -3.06478 3.97693
H 0.53218 -5.56501 2.05312
H 1.56401 -4.25615 1.49524
H -0.07919 -4.01556 2.21000
H 0.86735 -4.88681 4.45850
H 3.17864 -5.21933 4.74772
H 3.52491 -4.54284 3.15855
H 2.77000 -6.19341 3.36622
H 0.87124 -2.71519 4.20331
C -1.34183 2.94283 2.36864
C 0.07766 2.35474 2.21590
C 0.13518 1.19263 3.21150
C 1.23507 0.17580 2.87751
C 1.07093 -0.29926 1.42726
C 1.19900 0.81475 0.40063
N 0.27117 1.89938 0.85011
O 0.36091 3.02018 -0.02456
C 2.64784 1.28485 0.27618
C 0.62262 0.36671 -0.94349
C 1.14351 3.37976 2.65619
H -1.41631 3.88707 1.81936
H -1.63574 3.11345 3.40084
H -2.02708 2.23688 1.89435
H 0.46454 1.62198 4.16421
H -0.76386 0.62203 3.44741
H 1.05094 -0.66864 3.53988
H 2.25309 0.52150 3.04989
H 0.13900 -0.84975 1.29010
H 1.92133 -0.96743 1.26076
H 2.71796 1.97029 -0.57343
H 3.12023 1.81238 1.10287
H 3.23662 0.39235 0.05057
H -0.42776 0.14183 -0.79370
H 0.77314 1.19229 -1.64315
H 1.23370 -0.43478 -1.36443
H 0.77914 3.95138 3.52200
H 1.19008 4.20046 1.93649
H 2.07760 2.91491 2.95698
H -0.54427 3.10139 -0.34635

---

# 7
15
Properties=species:S:1:pos:R:3 method="wB97M-V/def2-TZVPD" e_homo_ev=-8.82 charge=0 lumo_ev=0.9 e_above_lowest_ev=4.585 e_tot_ev=-9197.049
C -0.29903 -0.09721 0.32326
C -0.53209 1.24406 -1.94966
C 1.52717 -0.96840 1.86449
N -1.40814 -0.65153 0.76183
N -1.99483 -0.35475 -0.54216
N -0.72219 0.15496 -0.97871
N 1.17208 -0.10577 0.76666
H -1.48006 1.89031 -1.96227
H 0.43871 1.69951 -1.71031
H -0.51286 0.93282 -2.99329
H 0.81038 -1.79835 1.82643
H 2.65154 -1.16044 1.86836
H 1.35759 -0.53670 2.82110
H -2.37070 -1.09390 -1.13674
H 1.36244 0.84540 1.04101

---

# 8
12
Properties=species:S:1:pos:R:3 method="wB97M-V/def2-TZVPD" e_homo_ev="-7.37 / -7.13" charge=0 lumo_ev="-1.7 / -1.7" e_above_lowest_ev=6.331 e_tot_ev=-15581.430
C 0.64232 -1.50436 -1.51844
C 1.39798 -0.63198 -1.03307
C -0.69842 -1.44901 -1.16536
C -1.04340 -0.30945 -0.47299
C 1.34544 0.42741 -0.24214
C -0.09074 0.76636 0.03642
P 3.32328 0.18909 1.89726
H -1.31206 -2.29923 -1.37455
H -2.00941 -0.14660 -0.08138
H -0.19510 1.70246 -0.40356
H -0.29488 0.93252 1.24862
H 2.18290 -0.45251 2.43452

---

# 9
9
Properties=species:S:1:pos:R:3 method="wB97M-V/def2-TZVPD" e_homo_ev=-2.25 charge=-1 lumo_ev=3.1 e_above_lowest_ev=0.599 e_tot_ev=-18090.493
C -0.21400 -0.55477 -0.62978
C 1.10569 -0.80306 -0.85156
C -1.01698 1.40121 1.76069
O -1.32976 2.17392 0.97047
O -0.71425 0.64342 2.56059
S 1.86283 -0.56515 -2.40002
H -0.59411 -0.95358 0.20020
H -0.82261 0.08346 -1.30362
H 1.72320 -1.42543 -0.30698

---

# 10
11
Properties=species:S:1:pos:R:3 method="wB97M-V/def2-TZVPD" e_homo_ev=-9.71 charge=0 lumo_ev=0.4 e_above_lowest_ev=5.414 e_tot_ev=-9677.056
C -1.28818 -0.30146 0.14021
N 2.25844 0.58104 0.11323
N -0.16440 0.51835 0.40943
N 1.41362 -0.29278 0.14557
O 1.36029 -1.49125 0.09663
O 3.61391 0.16051 -0.19459
H -1.78630 -0.60499 1.12335
H -2.06865 0.42957 -0.34372
H -1.24712 -1.14297 -0.47550
H -0.12733 1.31525 -0.21560
H 4.07173 0.90173 0.01721